{
  "formula": "C4H13NO3",
  "method": "ωB97M-V/def2-TZVPD",
  "smiles": "CC(=O)O.CCN.O",
  "e_homo_ev": -9.70,
  "homo_lumo_gap_ev": 10.566,
  "total_charge": 0,
  "multiplicity": 1,
  "de_lowest_kcal_mol": 24.9,
  "lumo_ev": 0.864,
  "e_tot_ha": -440.675574,
  "symbols": ["O", "O", "O", "N", "C", "C", "C", "C", "H", "H", "H", "H", "H", "H", "H", "H", "H", "H", "H", "H", "H"],
  "xyz": [[0.331, 1.582, -1.119], [0.148, -1.190, -0.864], [2.251, 0.492, -1.498], [-1.077, 0.246, 0.829], [-0.769, -0.958, 2.951], [-0.451, 0.301, 2.156], [0.649, 0.463, -3.227], [0.949, 0.741, -1.780], [-0.431, -1.840, 2.409], [-0.768, 1.195, 2.708], [-0.360, 0.778, -3.476], [0.739, -0.606, -3.410], [-2.090, 0.255, 0.898], [-0.266, -0.931, 3.918], [-0.506, -0.693, -0.028], [-0.177, -1.938, -1.372], [0.626, 0.375, 1.990], [1.375, 0.982, -3.850], [-1.842, -1.046, 3.125], [2.419, 0.762, -0.585], [-0.750, 1.031, 0.224]]
}

{
  "formula": "C4H13NO3",
  "method": "ωB97M-V/def2-TZVPD",
  "smiles": "CNCCC=O.O.O",
  "e_homo_ev": -8.78,
  "homo_lumo_gap_ev": 9.346,
  "total_charge": 0,
  "multiplicity": 1,
  "de_lowest_kcal_mol": 43.8,
  "lumo_ev": 0.564,
  "e_tot_ha": -440.645378,
  "symbols": ["O", "O", "O", "N", "C", "C", "C", "C", "H", "H", "H", "H", "H", "H", "H", "H", "H", "H", "H", "H", "H"],
  "xyz": [[1.267, 1.434, 2.461], [0.330, 2.380, -2.457], [2.582, -0.787, 0.462], [-0.419, -0.922, -0.860], [-1.507, -1.880, -0.874], [0.111, 1.252, 2.152], [-0.367, 0.014, 1.462], [-0.726, 0.227, -0.039], [-1.781, 0.492, -0.144], [-1.753, -2.257, 0.124], [2.940, -0.190, 1.153], [0.502, -1.306, -0.701], [0.101, 1.501, -2.773], [1.288, 2.451, -2.416], [0.447, -0.695, 1.477], [-0.140, 1.073, -0.397], [2.567, -0.184, -0.303], [-0.612, 2.036, 2.457], [-1.172, -0.439, 2.060], [-2.388, -1.444, -1.357], [-1.272, -2.756, -1.487]]
}

{
  "formula": "C4H13NO3",
  "method": "ωB97M-V/def2-TZVPD",
  "smiles": "CN(C)CC=O.O.O",
  "e_homo_ev": -9.00,
  "homo_lumo_gap_ev": 9.356,
  "total_charge": 0,
  "multiplicity": 1,
  "de_lowest_kcal_mol": 50.9,
  "lumo_ev": 0.351,
  "e_tot_ha": -440.634121,
  "symbols": ["O", "O", "O", "N", "C", "C", "C", "C", "H", "H", "H", "H", "H", "H", "H", "H", "H", "H", "H", "H", "H"],
  "xyz": [[-2.362, -1.981, -1.767], [3.027, -1.352, -0.555], [2.529, 2.022, -0.781], [-1.270, 0.063, 0.855], [-1.014, 1.486, 1.205], [0.032, -0.633, 0.670], [-2.406, -1.435, -0.695], [-2.012, -0.022, -0.399], [-2.777, -2.010, 0.183], [-0.048, 1.823, 0.832], [-1.065, 1.545, 2.286], [3.466, -1.642, -1.361], [2.039, 1.285, -1.164], [3.643, -1.541, 0.158], [0.543, -0.192, -0.193], [-1.760, 2.098, 0.708], [-0.118, -1.713, 0.610], [-1.519, 0.425, -1.282], [-2.922, 0.536, -0.290], [3.413, 1.668, -0.613], [0.580, -0.427, 1.594]]
}

{
  "formula": "C4H13NO3",
  "method": "ωB97M-V/def2-TZVPD",
  "smiles": "CC(=O)O.CN.CO",
  "e_homo_ev": -8.77,
  "homo_lumo_gap_ev": 9.233,
  "total_charge": 0,
  "multiplicity": 1,
  "de_lowest_kcal_mol": 48.6,
  "lumo_ev": 0.466,
  "e_tot_ha": -440.637776,
  "symbols": ["O", "O", "O", "N", "C", "C", "C", "C", "H", "H", "H", "H", "H", "H", "H", "H", "H", "H", "H", "H", "H"],
  "xyz": [[-0.903, 1.870, 0.498], [0.374, 2.607, -1.190], [-1.766, -0.601, 0.701], [-0.130, -0.639, -1.734], [1.501, 1.624, 0.626], [0.196, 1.869, -0.082], [-1.089, -1.178, 1.782], [0.474, -1.891, -1.343], [-0.193, -2.610, -0.837], [2.019, 0.835, 0.088], [0.840, -2.411, -2.241], [-0.482, 2.795, -1.603], [1.333, -1.690, -0.692], [-1.585, 0.451, 0.702], [1.330, 1.290, 1.639], [0.002, -1.098, 1.658], [-1.332, -0.693, 2.737], [-1.343, -2.233, 1.824], [2.124, 2.514, 0.601], [-0.975, -0.807, -2.273], [-0.394, -0.003, -0.861]]
}

{
  "formula": "C4H13NO3",
  "method": "ωB97M-V/def2-TZVPD",
  "e_homo_ev": -9.13,
  "homo_lumo_gap_ev": 4.125,
  "total_charge": 0,
  "multiplicity": 1,
  "de_lowest_kcal_mol": 203.7,
  "lumo_ev": -5.006,
  "e_tot_ha": -440.390623,
  "symbols": ["O", "O", "O", "N", "C", "C", "C", "C", "H", "H", "H", "H", "H", "H", "H", "H", "H", "H", "H", "H", "H"],
  "xyz": [[-2.635, 0.305, -0.531], [2.737, 0.159, 1.989], [2.243, -0.809, -0.455], [-2.107, -0.812, 1.460], [-1.908, -0.591, 0.027], [-0.058, 0.355, -1.471], [-0.331, -0.076, -0.012], [0.948, 1.510, -1.332], [1.509, 1.778, -2.228], [-2.910, -1.389, 1.687], [-0.331, 0.868, 0.537], [2.663, -0.339, 1.121], [0.359, -0.278, -2.249], [0.406, -0.754, 0.422], [1.894, 0.109, 2.444], [-0.988, 0.788, -1.851], [2.939, -1.291, -0.880], [-2.008, -1.578, -0.459], [1.762, 1.184, -0.653], [0.455, 2.371, -0.878], [-2.277, 0.107, 1.861]]
}

{
  "formula": "C4H13NO3",
  "method": "ωB97M-V/def2-TZVPD",
  "e_homo_ev": -10.09,
  "homo_lumo_gap_ev": 10.674,
  "total_charge": 0,
  "multiplicity": 1,
  "de_lowest_kcal_mol": 72.7,
  "lumo_ev": 0.588,
  "e_tot_ha": -440.599317,
  "symbols": ["O", "O", "O", "N", "C", "C", "C", "C", "H", "H", "H", "H", "H", "H", "H", "H", "H", "H", "H", "H", "H"],
  "xyz": [[-0.952, -1.491, -0.197], [0.159, -2.059, 2.096], [0.492, -3.147, -1.906], [0.156, 1.542, -1.761], [0.152, 0.476, -0.832], [0.549, 1.895, 1.342], [-0.539, 1.065, 0.557], [-1.021, -0.334, -0.632], [-0.026, 2.492, 2.054], [0.089, -2.455, -1.349], [1.110, 0.138, -0.432], [0.728, 2.306, -1.449], [1.305, 1.221, 1.731], [1.040, 2.663, 0.737], [-0.216, -1.860, 1.202], [1.183, -3.604, -1.426], [-0.568, -2.483, 2.551], [0.422, 1.272, -2.692], [-0.964, 0.516, 1.394], [-1.228, 1.858, 0.255], [-1.872, -0.012, -1.243]]
}

{
  "formula": "C4H13NO4S",
  "method": "ωB97M-V/def2-TZVPD",
  "smiles": "CN[C@@H](CS)C(=O)O.O.O",
  "e_homo_ev": -9.17,
  "homo_lumo_gap_ev": 9.600,
  "total_charge": 0,
  "multiplicity": 1,
  "de_lowest_kcal_mol": 110.0,
  "lumo_ev": 0.429,
  "e_tot_ha": -913.983369,
  "symbols": ["S", "O", "O", "O", "O", "N", "C", "C", "C", "C", "H", "H", "H", "H", "H", "H", "H", "H", "H", "H", "H", "H", "H"],
  "xyz": [[-2.163, -1.321, -1.541], [-0.810, 1.821, -1.908], [0.990, 0.828, -2.345], [2.493, -1.372, -0.613], [-1.039, -2.602, 2.336], [-0.072, 1.544, 0.733], [0.089, 0.853, -1.551], [-0.271, 0.342, -0.191], [1.272, 1.367, 1.541], [-1.433, -0.623, -0.105], [2.209, -0.687, -1.084], [-0.719, -1.754, 2.654], [0.492, -0.347, 0.238], [-0.025, 2.431, 0.353], [-2.398, 0.037, 0.166], [1.712, 0.343, 1.508], [2.253, -2.246, -0.877], [-0.892, -2.699, 1.421], [-2.750, -0.333, -2.234], [-0.743, 2.435, -2.568], [0.989, 1.392, 2.520], [-1.256, -1.417, 0.546], [2.071, 2.007, 1.002]]
}

{
  "formula": "C4H13NOS",
  "method": "ωB97M-V/def2-TZVPD",
  "e_homo_ev": [-13.43, -13.35],
  "homo_lumo_gap_ev": [10.342, 5.137],
  "total_charge": 1,
  "multiplicity": 2,
  "de_lowest_kcal_mol": 13.5,
  "lumo_ev": [-3.091, -8.216],
  "e_tot_ha": -688.060375,
  "symbols": ["S", "O", "N", "C", "C", "C", "C", "H", "H", "H", "H", "H", "H", "H", "H", "H", "H", "H", "H", "H"],
  "xyz": [[0.094, -0.180, 1.899], [0.129, -3.357, -1.118], [-0.242, 0.677, -2.573], [-0.203, 0.000, 0.143], [-0.497, 1.446, -0.302], [-1.123, 1.432, -1.665], [1.636, 0.700, 2.159], [0.432, 2.037, -0.250], [-1.076, -0.655, -0.019], [2.304, -0.049, 2.593], [-2.112, 0.982, -1.646], [2.024, 1.027, 1.202], [-0.548, 0.769, -3.530], [-1.153, 1.904, 0.430], [-0.078, -3.591, -2.025], [-0.257, -2.508, -0.885], [0.691, 1.071, -2.522], [0.655, -0.483, -0.347], [1.463, 1.574, 2.775], [-1.224, 2.476, -1.974]]
}

{
  "formula": "C4H13NP",
  "method": "ωB97M-V/def2-TZVPD",
  "smiles": "CC[N+](C)(C)P",
  "e_homo_ev": -14.78,
  "homo_lumo_gap_ev": 10.978,
  "total_charge": 1,
  "multiplicity": 1,
  "de_lowest_kcal_mol": 54.2,
  "lumo_ev": -3.798,
  "e_tot_ha": -555.988385,
  "symbols": ["P", "N", "C", "C", "C", "C", "H", "H", "H", "H", "H", "H", "H", "H", "H", "H", "H", "H", "H"],
  "xyz": [[-1.971, -0.656, -1.204], [-0.407, -0.443, -0.169], [1.240, 1.443, 0.740], [-0.507, -1.369, 0.906], [-0.116, 1.022, 0.209], [0.791, -0.853, -0.994], [-0.483, 1.712, -0.630], [-2.574, 0.402, -0.439], [1.472, 0.929, 1.620], [1.629, -0.794, -0.216], [-0.424, -2.409, 0.520], [0.881, 0.087, -1.554], [2.016, 1.396, 0.000], [-1.361, -1.266, 1.620], [0.547, -1.800, -1.474], [-1.429, -0.091, -2.399], [1.060, 2.483, 0.973], [0.491, -1.231, 1.532], [-0.855, 1.437, 0.957]]
}

{
  "formula": "C4H13NP2S2",
  "method": "ωB97M-V/def2-TZVPD",
  "e_homo_ev": [-8.20, -7.94],
  "homo_lumo_gap_ev": [6.546, 5.340],
  "total_charge": 0,
  "multiplicity": 1,
  "de_lowest_kcal_mol": 46.5,
  "lumo_ev": [-1.651, -2.604],
  "e_tot_ha": -1694.002028,
  "symbols": ["S", "S", "P", "P", "N", "C", "C", "C", "C", "H", "H", "H", "H", "H", "H", "H", "H", "H", "H", "H", "H", "H"],
  "xyz": [[0.416, 1.315, -1.769], [4.186, -0.590, 0.031], [-1.189, -1.522, 0.205], [-0.292, 1.317, 0.079], [-1.345, 0.085, 0.199], [0.541, -1.989, -0.240], [1.018, 1.306, 1.362], [-1.315, 2.786, 0.431], [-2.139, -2.006, -1.307], [1.534, 2.264, 1.338], [0.570, 1.143, 2.340], [-1.679, -1.502, -2.159], [0.849, -1.375, -1.091], [-3.169, -1.675, -1.205], [0.576, -3.044, -0.502], [-1.813, 2.664, 1.391], [1.739, 0.520, 1.141], [-2.108, -3.084, -1.440], [-0.690, 3.679, 0.437], [5.154, -1.351, 0.523], [-2.061, 2.869, -0.359], [1.215, -1.808, 0.595]]
}

{
  "formula": "C4H13NS",
  "method": "ωB97M-V/def2-TZVPD",
  "e_homo_ev": [-12.06, -12.05],
  "homo_lumo_gap_ev": [8.395, 3.465],
  "total_charge": 1,
  "multiplicity": 2,
  "de_lowest_kcal_mol": 46.1,
  "lumo_ev": [-3.664, -8.584],
  "e_tot_ha": -612.771863,
  "symbols": ["S", "N", "C", "C", "C", "C", "H", "H", "H", "H", "H", "H", "H", "H", "H", "H", "H", "H", "H"],
  "xyz": [[2.560, 0.263, 0.258], [-3.127, 0.557, -1.120], [-2.893, 0.704, 0.341], [-2.702, -0.680, 0.930], [1.615, 0.511, -1.316], [2.210, -1.426, 0.764], [-3.830, 1.223, 0.715], [-2.932, -0.740, 1.998], [-2.030, 1.337, 0.607], [0.578, 0.157, -1.212], [1.714, 1.606, -1.550], [-2.988, 1.537, -1.480], [-3.478, -1.370, 0.341], [-1.658, -1.076, 0.807], [1.220, -1.824, 0.338], [2.979, -2.178, 0.658], [2.119, -1.290, 1.883], [2.285, -0.086, -2.009], [-2.429, -0.054, -1.700]]
}